No. 1
{"formula": "C33H43BrGaN2O2Sb", "method": "ωB97M-V/def2-TZVPD", "fmax_ev_per_a": 0.77, "charge": 2, "homo_energy_ha": -0.4951, "molar_mass_da": 771.1, "gap_ev": 6.42, "energy_ev": -170939.3674, "de_lowest_kcal_mol": 0.0, "symbols": ["Ga", "C", "C", "C", "C", "C", "C", "C", "C", "N", "C", "C", "C", "C", "N", "C", "C", "C", "C", "C", "C", "C", "C", "H", "H", "H", "H", "H", "H", "H", "H", "H", "H", "H", "H", "H", "H", "H", "H", "H", "H", "H", "H", "H", "H", "H", "H", "C", "C", "Sb", "C", "C", "C", "C", "H", "H", "H", "H", "H", "H", "H", "H", "H", "H", "H", "H", "H", "H", "H", "Br", "C", "C", "C", "C", "C", "C", "C", "O", "O", "H", "H", "H", "H"], "xyz": [[0.1528, 0.1549, 0.0942], [3.2152, -1.7861, 1.8882], [3.3506, -2.0478, 0.4172], [3.9578, -3.2129, -0.0424], [4.0654, -3.4775, -1.3968], [3.5720, -2.5774, -2.3281], [2.9545, -1.4016, -1.9181], [2.4944, -0.3829, -2.9216], [2.8664, -1.1734, -0.5447], [2.1685, 0.0205, -0.1115], [2.8061, 1.0512, 0.3095], [4.2819, 1.2012, 0.3517], [1.9169, 2.2170, 0.7549], [2.5287, 3.5097, 1.1376], [0.6635, 1.9672, 0.7486], [-0.3342, 2.9762, 1.0156], [-0.6840, 3.8494, -0.0144], [0.0190, 3.8443, -1.3449], [-1.7018, 4.7621, 0.2476], [-2.3213, 4.7943, 1.4874], [-1.9314, 3.9189, 2.4884], [-0.9245, 2.9819, 2.2723], [-0.4596, 2.0645, 3.3673], [3.2563, -2.7211, 2.4430], [2.2727, -1.2999, 2.1446], [4.0320, -1.1597, 2.2578], [4.3368, -3.9249, 0.6803], [4.5356, -4.3931, -1.7302], [3.6758, -2.7799, -3.3869], [2.5645, -0.7793, -3.9329], [3.1113, 0.5197, -2.8799], [1.4635, -0.0611, -2.7648], [4.7795, 0.3425, -0.0887], [4.6127, 1.3174, 1.3869], [4.5739, 2.1095, -0.1790], [3.2742, 3.3477, 1.9188], [1.7777, 4.2129, 1.4872], [3.0547, 3.9400, 0.2811], [0.2498, 2.8366, -1.6978], [0.9646, 4.3943, -1.3045], [-0.5942, 4.3315, -2.1002], [-1.9998, 5.4579, -0.5270], [-3.1068, 5.5134, 1.6784], [-2.4104, 3.9590, 3.4587], [-1.1225, 2.1410, 4.2269], [0.5433, 2.3382, 3.7044], [-0.4386, 1.0144, 3.0554], [-3.7101, 1.5232, -0.3191], [-3.4729, 0.0976, -0.8050], [-1.6100, -0.1318, -1.7915], [-1.6331, 1.1489, -3.4915], [-2.6908, 0.7398, -4.5114], [-1.4609, -2.1546, -2.4345], [-2.7956, -2.7323, -2.8955], [-4.6986, 1.6001, 0.1344], [-3.6714, 2.2471, -1.1341], [-2.9788, 1.8228, 0.4361], [-4.2391, -0.2282, -1.5082], [-3.4506, -0.6115, 0.0236], [-0.6299, 1.1320, -3.9229], [-1.8125, 2.1508, -3.1080], [-2.4633, -0.2277, -4.9590], [-2.7321, 1.4700, -5.3196], [-3.6870, 0.6898, -4.0690], [-1.0558, -2.7016, -1.5825], [-0.7069, -2.1719, -3.2204], [-3.5338, -2.7289, -2.0931], [-2.6585, -3.7687, -3.2043], [-3.2116, -2.1909, -3.7450], [-0.5264, -6.9219, 2.6482], [-1.0309, -5.1324, 2.9424], [-1.8143, -4.7995, 4.0401], [-2.1827, -3.4792, 4.2585], [-1.7752, -2.4837, 3.3883], [-0.9897, -2.8304, 2.2904], [-0.6146, -4.1521, 2.0602], [-0.5229, -1.8116, 1.3491], [0.1722, -2.0468, 0.3372], [-0.8905, -0.5658, 1.5225], [-2.1340, -5.5749, 4.7235], [-2.7924, -3.2328, 5.1169], [-2.0551, -1.4529, 3.5518], [-0.0037, -4.4006, 1.2019]], "forces_ev_per_a": [[0.0427, -0.6641, -0.3868], [0.0633, 0.0126, 0.1031], [-0.0240, -0.2495, -0.0636], [-0.0208, -0.0186, 0.0514], [0.0188, -0.0459, 0.0119], [-0.0291, 0.0803, -0.0037], [0.1653, -0.0969, 0.0601], [0.0614, 0.0862, -0.0709], [-0.2470, 0.2029, -0.1746], [0.2694, 0.3789, 0.2570], [-0.4008, -0.0530, -0.0906], [-0.0602, 0.0044, 0.0033], [-0.0086, -0.3428, -0.0872], [0.0183, 0.0377, -0.0094], [0.2579, 0.2003, -0.0888], [0.0764, -0.0777, -0.0858], [-0.1002, 0.0665, 0.0041], [0.0582, 0.0328, -0.0148], [0.0624, -0.0526, -0.0026], [0.0011, 0.0022, -0.0084], [0.0009, -0.0551, 0.0455], [-0.2114, 0.1284, 0.1512], [-0.0150, -0.1527, 0.0497], [0.0229, -0.0063, 0.0053], [-0.0262, 0.0318, -0.0036], [-0.0361, 0.0120, 0.0191], [0.0065, 0.0044, -0.0169], [0.0067, 0.0163, 0.0048], [-0.0109, -0.0015, 0.0164], [0.0079, 0.0014, 0.0221], [-0.0022, -0.0230, -0.0234], [-0.1499, -0.0126, 0.0721], [0.0081, -0.0137, -0.0024], [0.0006, 0.0022, 0.0010], [0.0198, -0.0026, 0.0118], [0.0070, 0.0120, -0.0045], [0.0060, 0.0054, 0.0061], [0.0042, 0.0022, 0.0184], [-0.0111, -0.0527, -0.0224], [-0.0471, -0.0180, 0.0252], [-0.0017, 0.0120, -0.0148], [-0.0023, -0.0082, 0.0049], [0.0058, -0.0087, -0.0068], [0.0066, 0.0067, -0.0088], [0.0231, 0.0119, 0.0082], [0.0152, -0.0049, 0.0113], [-0.0072, 0.2304, 0.0466], [0.0392, 0.0187, 0.0316], [-0.0532, -0.0143, 0.0135], [0.1341, 0.1215, -0.1244], [0.0384, -0.0564, -0.0372], [-0.0405, -0.0484, -0.0180], [-0.0504, -0.0969, 0.0204], [-0.0290, 0.0233, -0.0341], [0.0092, -0.0121, 0.0003], [0.0002, 0.0107, -0.0181], [0.0032, 0.0019, -0.0229], [-0.0181, -0.0171, -0.0028], [-0.0480, -0.0132, -0.0135], [-0.0370, 0.0158, 0.0423], [0.0037, 0.0894, 0.0393], [-0.0214, 0.0001, 0.0107], [0.0228, 0.0056, 0.0120], [0.0045, -0.0077, -0.0121], [-0.0018, 0.0632, -0.0645], [0.0241, 0.0073, -0.0668], [-0.0073, 0.0035, -0.0045], [0.0156, 0.0052, 0.0036], [-0.0134, -0.0069, 0.0113], [-0.0100, 0.0060, 0.0091], [0.0108, 0.0703, -0.0509], [0.0037, -0.0768, 0.0262], [-0.0520, 0.0534, 0.0324], [0.0424, -0.0525, -0.0157], [0.1032, -0.0169, -0.0790], [0.0413, -0.1063, -0.0082], [-0.7078, 0.1857, -0.0214], [0.3573, 0.2227, 0.1044], [0.4218, -0.0240, 0.3853], [0.0030, 0.0133, -0.0057], [0.0017, -0.0059, -0.0021], [-0.0028, 0.0104, 0.0006], [-0.0121, 0.0068, 0.0391]]}

---

No. 2
{"formula": "C33H43N11Re", "method": "ωB97M-V/def2-TZVPD", "fmax_ev_per_a": 0.63, "charge": 2, "homo_energy_ha": [-0.4515, -0.4549], "spin_multiplicity": 2, "molar_mass_da": 780.0, "gap_ev": [6.36, 6.68], "energy_ev": -53424.0853, "de_lowest_kcal_mol": 0.0, "symbols": ["Re", "C", "C", "C", "N", "C", "C", "C", "C", "C", "C", "C", "N", "C", "C", "C", "N", "C", "C", "C", "C", "C", "C", "C", "N", "C", "C", "H", "H", "H", "H", "H", "H", "H", "H", "H", "H", "H", "H", "H", "H", "H", "H", "H", "H", "H", "H", "H", "H", "H", "H", "H", "H", "C", "N", "C", "C", "N", "N", "C", "N", "N", "H", "H", "H", "H", "H", "H", "H", "H", "H", "H", "H", "N", "C", "N", "C", "C", "C", "C", "C", "C", "H", "H", "H", "H", "H", "H"], "xyz": [[-0.5373, 0.4160, 0.3255], [-3.2127, -1.6881, -2.1136], [-3.8974, -0.8676, -0.9961], [-3.5840, 0.6223, -0.7288], [-2.2648, 1.2161, -0.3495], [-2.2147, 2.5862, -0.5726], [-3.3508, 3.3297, -0.8707], [-3.5317, 4.6701, -1.2427], [-2.6122, 5.6601, -1.4665], [-1.2389, 5.5471, -1.2550], [-0.5261, 4.4939, -0.7375], [-0.9150, 3.1969, -0.3265], [-0.0523, 2.4087, 0.3145], [1.0937, 3.0189, 0.9874], [1.4923, 2.1849, 2.1945], [0.2868, 1.5932, 2.9105], [-0.2166, 0.3709, 2.2277], [-0.1299, -0.8522, 2.9687], [-0.2049, -0.7087, 4.4309], [0.0910, -1.5736, 5.4011], [0.6400, -2.9151, 5.2817], [0.7405, -3.6551, 4.1828], [0.2949, -3.4357, 2.7617], [-0.1140, -2.0430, 2.3281], [-0.6760, -2.0484, 0.9847], [-1.3544, -3.2228, -1.0340], [-1.7306, -2.0997, -2.0437], [-3.3537, -1.1499, -3.0568], [-3.8127, -2.5957, -2.2219], [-4.0036, -1.4248, -0.0656], [-4.9369, -0.7913, -1.3294], [-4.3219, 0.9306, 0.0178], [-3.8737, 1.1321, -1.6544], [-4.2853, 2.7993, -0.7943], [-4.5673, 4.9452, -1.4073], [-2.9818, 6.6118, -1.8252], [-0.6443, 6.4189, -1.5032], [0.5356, 4.6800, -0.6502], [0.8214, 4.0194, 1.3331], [1.9387, 3.1349, 0.2992], [2.0452, 2.8258, 2.8828], [2.1772, 1.3748, 1.9306], [-0.5212, 2.3251, 2.9765], [0.5986, 1.3624, 3.9210], [-0.6452, 0.2198, 4.7599], [-0.0921, -1.2317, 6.4125], [0.9715, -3.3682, 6.2079], [1.1574, -4.6510, 4.3066], [1.1675, -3.6881, 2.1448], [-2.2284, -3.5837, -0.4851], [-0.9529, -4.0863, -1.5661], [-1.4321, -2.4211, -3.0424], [-1.1155, -1.2371, -1.8207], [4.1689, -1.1763, 0.3490], [3.1773, -2.2166, 0.0940], [3.6405, -3.5739, -0.2019], [1.8722, -1.8959, 0.0679], [1.4051, -0.6935, 0.3129], [1.0075, -2.9636, -0.1893], [-0.3434, -2.7903, -0.0213], [-0.7381, -4.4127, 2.3699], [-1.7684, -1.1990, 0.8785], [5.1419, -1.6450, 0.4493], [3.9547, -0.6585, 1.2866], [4.2242, -0.4574, -0.4691], [4.6986, -3.6293, 0.0290], [3.5153, -3.8298, -1.2567], [3.1355, -4.3107, 0.4234], [2.1648, -0.0691, 0.5362], [1.3512, -3.7648, -0.6924], [-0.4097, -5.3539, 2.5560], [-1.5641, -4.2752, 2.9453], [-2.3776, -1.5959, 0.1886], [-0.2394, 1.1785, -4.0007], [-0.8097, 0.8435, -2.8339], [0.0512, 0.7741, -1.8387], [1.2866, 1.1494, -2.4043], [2.5393, 1.3936, -1.8361], [3.5651, 1.7950, -2.6638], [3.3719, 1.9728, -4.0445], [2.1344, 1.7864, -4.6170], [1.1072, 1.3896, -3.7651], [-0.7261, 1.2923, -4.8745], [-1.8592, 0.6209, -2.7624], [2.6922, 1.3148, -0.7729], [4.5409, 1.9987, -2.2424], [4.2026, 2.2880, -4.6607], [1.9673, 1.9577, -5.6719]], "forces_ev_per_a": [[-0.5170, -0.1429, -0.3256], [0.0047, 0.0443, 0.0514], [-0.0408, 0.0040, 0.0206], [0.1002, 0.0746, -0.0195], [-0.0507, 0.1475, -0.0322], [-0.0398, -0.1328, -0.0947], [0.0372, 0.0482, -0.0240], [-0.0388, 0.0026, 0.0053], [-0.0473, -0.0166, 0.0098], [0.1047, -0.0263, 0.0232], [-0.0147, 0.1043, -0.0753], [0.0613, -0.1898, 0.0537], [0.1345, 0.4228, 0.2914], [-0.0494, -0.0306, -0.1282], [0.0761, 0.0324, 0.0011], [-0.0756, -0.2283, -0.0124], [0.1259, -0.1213, 0.5071], [0.0041, 0.6161, 0.0731], [-0.0214, -0.0879, -0.0782], [0.0959, -0.1160, 0.0138], [-0.0683, 0.1263, 0.0101], [0.0555, -0.0437, -0.0350], [-0.0827, -0.0683, 0.0691], [0.0246, -0.0586, -0.4009], [-0.3301, -0.0957, 0.5184], [-0.0052, 0.0517, 0.0342], [-0.0472, -0.0480, 0.0407], [0.0110, 0.0370, 0.0112], [0.0234, -0.0099, -0.0500], [0.0566, -0.0266, 0.0067], [-0.0006, -0.0196, -0.0185], [0.0128, -0.0113, 0.0325], [0.0250, -0.0663, -0.0248], [-0.0153, 0.0357, -0.0082], [0.0017, -0.0140, 0.0065], [0.0034, 0.0015, 0.0174], [-0.0181, 0.0070, -0.0094], [0.0165, -0.0143, -0.0052], [-0.0323, 0.0010, 0.0164], [-0.0316, 0.0482, 0.0253], [-0.0008, -0.0057, 0.0111], [0.0049, -0.0060, -0.0084], [0.0095, 0.0320, -0.0002], [0.0044, -0.0640, 0.0494], [-0.0576, 0.0566, -0.0494], [-0.0244, -0.0449, 0.0115], [0.0316, 0.0192, 0.0012], [0.0373, 0.0214, -0.0023], [-0.0173, -0.0473, -0.0039], [-0.0136, 0.0053, -0.0289], [0.0248, 0.0013, 0.0147], [-0.0530, -0.0605, 0.0003], [0.0549, 0.0043, 0.0086], [0.0057, -0.0480, -0.0003], [0.0527, 0.0262, -0.0481], [-0.0080, 0.0421, 0.0768], [-0.1323, -0.1081, 0.1925], [0.1815, -0.0312, -0.4877], [0.0324, 0.1075, -0.0188], [0.1865, -0.0822, -0.1734], [-0.0517, 0.1344, 0.0383], [0.2022, -0.1386, 0.1705], [0.0077, 0.0106, 0.0202], [0.0193, 0.0004, 0.0163], [-0.0467, 0.0150, -0.0335], [0.0101, -0.0131, -0.0241], [-0.0037, 0.0036, -0.0090], [-0.0206, 0.0056, -0.0024], [0.0195, -0.0380, -0.0227], [0.0243, -0.0073, -0.0075], [0.0002, -0.0089, -0.0267], [0.0045, -0.0325, 0.0068], [-0.0217, 0.0271, -0.0916], [0.0138, 0.0599, 0.0270], [0.0837, -0.1331, -0.0489], [0.1872, 0.0182, -0.2785], [-0.1037, 0.0646, 0.2237], [-0.0879, -0.0419, 0.0315], [0.0245, 0.0141, -0.0402], [0.0185, 0.0151, 0.0384], [-0.0133, 0.0176, 0.0343], [-0.0451, -0.0327, -0.1532], [0.0058, -0.0054, -0.0096], [-0.0320, 0.0377, 0.0400], [0.0549, -0.0012, 0.0400], [-0.0078, -0.0052, 0.0014], [0.0022, -0.0080, 0.0096], [-0.0121, -0.0120, 0.0082]]}